16
Properties=species:S:1:pos:R:3:mulliken_charge:R:1 method="wB97M-V/def2-TZVPD" smiles="C/N=C/OCCO" e_lumo_ev=1.019 orbital_gap_ev=10.7
C -1.9342 -1.7493 0.0124 -0.86
N -0.7055 -0.9963 0.1539 -0.47
C -0.6504 -0.0993 1.0431 0.21
O 0.3844 0.7227 1.2333 -0.36
C 1.5434 0.5491 0.3998 -0.53
C 1.3938 1.1851 -0.9738 -0.39
O 0.3990 0.6233 -1.7877 -0.55
H -2.4450 -1.4213 -0.9006 0.26
H -1.7038 -2.8122 -0.1051 0.28
H -2.6279 -1.6313 0.8582 0.34
H -1.4458 0.1193 1.7634 0.39
H 2.3473 1.0528 0.9437 0.31
H 1.7770 -0.5193 0.3261 0.40
H 1.1801 2.2559 -0.8447 0.29
H 2.3794 1.1006 -1.4618 0.27
H 0.0839 -0.1901 -1.3530 0.41



111
Properties=species:S:1:pos:R:3:mulliken_charge:R:1 method="wB97M-V/def2-TZVPD" smiles="CCC[C@H](C)[Si@H](CC=O)C(=O)NC(=O)F.ClCCCl.ClCCCl.ClCCCl.ClCCCl.ClCCCl.ClCCCl.ClCCCl.ClCCCl.ClCCCl.ClCCCl" e_lumo_ev=0.333 orbital_gap_ev=10.1
C 4.5969 0.5185 2.7916 -1.21
C 3.7538 -0.6918 2.3555 0.19
C 2.9254 -0.3856 1.1150 -0.95
C 1.8914 -1.4572 0.7698 0.91
C 1.4152 -1.3385 -0.6854 -1.58
Si 0.4091 -1.4394 1.9114 -0.54
C -0.3906 -3.1428 1.9703 -0.27
C -1.6647 -3.1064 2.7339 -0.37
O -1.7914 -2.5781 3.8186 -0.47
C -0.8858 -0.3235 1.0145 0.49
O -1.7931 -0.8040 0.3837 -0.56
N -0.6973 1.1104 1.1461 0.19
C -1.7934 1.9873 1.1127 0.46
O -1.9474 2.9307 1.8085 -0.48
F -2.6974 1.6638 0.1896 -0.17
H 4.5346 0.6932 3.8678 0.07
H 5.6481 0.3671 2.5502 0.35
H 4.2867 1.4196 2.2636 0.38
H 3.1024 -0.9901 3.1805 -0.25
H 4.4028 -1.5459 2.1577 0.48
H 3.6233 -0.2999 0.2758 0.45
H 2.4565 0.5980 1.2282 0.12
H 2.3966 -2.4259 0.8444 0.49
H 0.5315 -1.9467 -0.8847 0.36
H 2.1944 -1.7023 -1.3556 0.44
H 1.2248 -0.3060 -0.9702 0.19
H 0.6761 -0.9248 3.2550 -0.07
H -0.5742 -3.4758 0.9491 0.37
H 0.3038 -3.8222 2.4652 0.38
H -2.5356 -3.6012 2.2759 0.40
H 0.0605 1.4516 0.5617 0.12
Cl 3.2975 -0.2603 -3.9567 -0.18
C 2.7135 1.4114 -4.1540 -0.59
C 3.3016 2.3402 -3.1274 -0.65
Cl 2.6467 1.9792 -1.5015 -0.09
H 1.6309 1.3997 -4.0798 0.26
H 2.9928 1.7200 -5.1553 0.55
H 3.0206 3.3664 -3.3588 0.33
H 4.3837 2.2770 -3.0734 0.38
Cl 3.6575 1.0103 6.5253 -0.13
C 2.3021 2.1760 6.5130 -0.56
C 1.1323 1.6630 5.7229 0.03
Cl 1.4652 1.5881 3.9796 -0.02
H 2.6741 3.1179 6.1184 0.36
H 1.9971 2.3174 7.5483 0.37
H 0.2798 2.3288 5.8500 0.41
H 0.8516 0.6647 6.0470 -0.40
Cl 4.3231 -4.0255 6.9868 -0.22
C 2.8961 -3.0010 6.6673 -0.12
C 1.8745 -3.7190 5.8304 0.26
Cl 2.3996 -3.9857 4.1428 -0.18
H 3.2416 -2.0854 6.1909 0.00
H 2.4600 -2.7550 7.6342 0.36
H 0.9674 -3.1279 5.7446 -0.52
H 1.6280 -4.6904 6.2516 0.47
Cl 1.5206 2.8429 -9.2022 -0.20
C 0.7841 1.2737 -8.7742 -0.34
C -0.3563 1.4197 -7.7992 -0.44
Cl 0.2122 1.9611 -6.2002 -0.14
H 1.5757 0.6477 -8.3674 0.18
H 0.4170 0.8299 -9.6977 0.35
H -0.8395 0.4544 -7.6522 0.25
H -1.0991 2.1335 -8.1453 0.34
Cl 6.7158 -1.5067 5.5651 -0.09
C 7.6885 -2.8987 6.0975 -0.40
C 8.6838 -3.3192 5.0474 -0.43
Cl 7.8882 -4.0034 3.6051 -0.18
H 7.0010 -3.7044 6.3389 0.16
H 8.2168 -2.5990 7.0012 0.31
H 9.3335 -4.0931 5.4525 0.31
H 9.2920 -2.4798 4.7208 0.31
Cl -1.8531 -0.0946 -4.4914 -0.19
C -3.3365 0.7735 -4.0295 -0.34
C -4.5707 0.1191 -4.5909 -0.30
Cl -4.6547 0.2623 -6.3689 -0.21
H -3.2419 1.7988 -4.3794 0.32
H -3.3842 0.7719 -2.9415 0.23
H -5.4559 0.6134 -4.1914 0.16
H -4.6065 -0.9382 -4.3416 0.34
Cl 4.4762 0.2594 -8.0578 -0.18
C 5.6109 1.6344 -8.1542 -0.46
C 6.4599 1.7354 -6.9115 -0.49
Cl 5.4800 2.1942 -5.4958 -0.15
H 5.0250 2.5354 -8.3166 0.26
H 6.2505 1.4638 -9.0182 0.38
H 7.2234 2.5005 -7.0396 0.32
H 6.9423 0.7887 -6.6836 0.30
Cl -3.0070 -1.1570 9.0099 -0.20
C -3.0472 -0.6903 7.2891 -0.52
C -2.1728 -1.5710 6.4379 -0.30
Cl -0.4356 -1.3372 6.7929 -0.16
H -2.7435 0.3512 7.2229 0.31
H -4.0788 -0.7810 6.9547 0.39
H -2.3095 -1.3337 5.3841 0.09
H -2.3956 -2.6233 6.5905 0.37
Cl -8.2112 2.4612 -4.9217 -0.20
C -8.7127 0.8150 -4.4291 -0.30
C -8.5612 -0.1812 -5.5485 -0.15
Cl -9.7181 0.1201 -6.8701 -0.20
H -9.7382 0.8825 -4.0765 0.14
H -8.0751 0.5262 -3.5941 0.32
H -8.7621 -1.1810 -5.1668 0.33
H -7.5603 -0.1563 -5.9741 0.04
Cl -11.5265 1.2434 -2.2954 -0.20
C -11.1058 2.9787 -2.2142 -0.39
C -10.1959 3.2893 -1.0554 -0.37
Cl -11.0119 3.0877 0.5165 -0.19
H -12.0362 3.5361 -2.1520 0.39
H -10.6014 3.2285 -3.1468 0.22
H -9.8734 4.3268 -1.1204 0.32
H -9.3194 2.6465 -1.0580 0.25



17
Properties=species:S:1:pos:R:3:mulliken_charge:R:1 method="wB97M-V/def2-TZVPD" total_charge=-1 e_lumo_ev=3.748 orbital_gap_ev=5.1
C 0.1008 -0.3908 0.6945 -0.34
N 0.2705 0.6450 1.7347 -0.38
C 1.6190 0.9388 2.0898 -0.32
O 2.3131 1.8563 1.1992 -0.59
C 0.1442 0.0957 -0.7865 -0.69
C -1.1624 0.0108 -1.5546 -0.71
S -1.7488 -1.5558 -1.8983 -0.38
H 0.8203 -1.1790 0.8735 0.35
H -0.8755 -0.8352 0.8927 0.21
H -0.1684 1.5138 1.4509 0.25
H 1.7040 1.4575 3.0458 0.26
H 2.1857 0.0092 2.0706 0.28
H 0.8715 -0.5314 -1.3167 0.24
H 0.4876 1.1341 -0.8284 0.33
H -1.8681 0.8115 -1.3413 0.20
H 2.1126 1.5892 0.2946 0.33
H -2.6401 -1.8971 -0.8932 -0.03



9
Properties=species:S:1:pos:R:3:lowdin_spin:R:1 method="wB97M-V/def2-TZVPD" multiplicity=3 total_charge=+1 e_lumo_ev="-3.636 / -9.243" orbital_gap_ev="7.1 / 7.9" s_squared=2.02
C -2.0380 -0.3005 0.0194 0.38
N 2.6964 -1.9316 -0.0202 0.00
N 1.9739 -1.1144 0.0568 0.02
N -1.1624 0.4372 -0.3669 0.76
N 0.1161 0.8666 -0.0187 0.23
O -2.9791 -0.9212 0.1837 0.54
H 0.8596 0.0611 0.0435 0.03
H 0.1215 1.3917 0.8736 0.04
H 0.4119 1.5113 -0.7712 0.01



18
Properties=species:S:1:pos:R:3:lowdin_spin:R:1 method="wB97M-V/def2-TZVPD" multiplicity=2 total_charge=-1 e_lumo_ev="3.835 / 3.059" orbital_gap_ev="7.0 / 6.0" s_squared=0.76
C -0.6790 0.6279 -0.7841 0.07
O -1.1161 1.8304 -1.2407 0.14
C 0.0577 0.8968 0.6484 0.09
C 0.5064 -0.4201 1.1741 0.39
C 1.5013 -1.1386 0.4617 0.10
N 1.5617 -2.5338 0.5706 0.03
O 2.2867 -0.6050 -0.3359 0.13
N -0.9532 1.5428 1.4504 0.01
H 0.0590 0.0881 -1.3970 0.00
H -1.4868 -0.1021 -0.5908 0.00
H -0.5776 2.1068 2.2189 0.00
H 0.8993 1.5459 0.3888 0.02
H -0.1148 -0.8022 1.9751 0.02
H -1.9553 0.6232 -3.3095 0.00
H 1.2432 -2.9805 1.4249 0.00
H 2.3880 -2.8867 0.1182 0.00
H -1.3637 2.2322 0.8077 0.00
H -2.2566 -0.0250 -3.5808 0.00



34
Properties=species:S:1:pos:R:3:lowdin_spin:R:1 method="wB97M-V/def2-TZVPD" multiplicity=4 e_lumo_ev="0.244 / -0.156" orbital_gap_ev="5.7 / 8.1" s_squared=3.79
C -1.5872 -2.9266 -0.8720 0.01
C -1.8777 -2.8390 0.6219 0.01
H -2.5739 -2.7228 -1.3131 0.00
H -1.3131 -3.8847 -1.0209 0.00
H -0.8088 -2.3387 -1.4405 0.00
H -1.7351 -1.9530 1.3203 0.01
H -2.9339 -3.0064 0.6030 0.00
H -1.3751 -3.6456 1.0989 0.00
C 0.2955 0.1973 -2.7121 0.04
C 0.9193 1.1511 -3.5305 0.06
C 1.4563 2.3128 -2.9539 0.07
C 1.3086 2.5244 -1.5681 0.02
H -0.2407 -0.6677 -3.1620 0.00
H 0.9890 0.8789 -4.5867 0.00
H 2.0546 2.9871 -3.5667 0.00
H 1.7657 3.3376 -1.0073 0.00
N 0.3099 0.3568 -1.3459 0.12
C 0.6662 1.5539 -0.7654 0.11
C 0.4813 1.6981 0.6881 0.14
N -0.0551 0.6059 1.3364 0.14
C -0.3604 0.6271 2.6753 0.07
C 0.8381 2.7237 2.8633 0.11
C 0.1448 1.6630 3.4794 0.06
H -0.9735 -0.1947 3.0752 0.00
H 0.0122 1.5000 4.5587 0.00
C 0.9872 2.7657 1.4556 0.00
H 1.6453 3.4522 0.9070 0.00
H 1.3610 3.4314 3.5022 0.01
V -0.7648 -0.6299 0.0486 2.00
C 0.7188 -2.0444 0.4314 -0.03
H 1.0398 -1.8299 1.4694 0.00
H 1.4832 -1.7095 -0.2992 0.00
H 0.5626 -3.1314 0.3276 0.00
F -2.4400 -0.2425 -0.3177 0.04



Record-wise strongest force on any atom values, in eV/Å: 0.48 0.58 1.15 6.89 1.89 4.04